No. 1
The following is a quantum chemistry calculation of a 9-piece molecular cluster, C11H10Cl34P overall in a non-equilibrium geometry, from the Open Molecules 2025 dataset.

Values from the calculation:
Total charge: -1
F_max, eV/A: 2.0
LUMO level, eV: 1.159
Kohn-Sham gap, eV: 4.7

```
56
Properties=species:S:1:pos:R:3:forces:R:3:mulliken_charge:R:1
C 0.46776 -0.98154 -4.01294 -0.371 0.677 0.178 -0.54
C 0.82075 0.53730 -4.06034 -0.902 0.029 0.003 0.09
Cl 2.43318 0.89241 -3.29842 -0.238 -0.083 -0.070 -0.25
C 0.62937 1.16537 -5.45257 -0.075 -0.492 0.717 -0.77
P 1.79708 0.54129 -6.89497 1.074 1.144 -1.159 0.28
Cl 0.61544 2.98454 -5.30438 -0.047 -0.539 0.061 -0.18
H 1.25790 -1.57858 -3.55976 0.074 -0.009 -0.348 0.34
H -0.41818 -1.09071 -3.37281 0.167 -0.022 0.000 0.31
H 0.16236 -1.34481 -4.99398 0.458 -0.034 0.139 -0.25
H 0.09671 1.01770 -3.39356 0.439 0.163 0.058 0.34
H -0.40073 0.91241 -5.74515 0.198 0.025 0.019 0.35
H 0.70826 0.86947 -7.84896 -0.291 -0.259 0.057 -0.04
H 2.27230 1.92234 -7.07803 0.100 -0.067 0.103 -0.04
H 2.90501 0.26617 -5.99008 -0.097 -0.146 0.286 -0.10
H 1.32490 -0.83064 -6.74521 -0.321 -0.178 0.204 -0.48
H 2.65010 0.11106 -8.01036 -0.028 -0.158 -0.119 0.09
C -0.26528 6.93613 -3.48589 0.110 0.036 -0.161 0.29
Cl 1.05149 7.86625 -2.74843 0.002 0.045 -0.022 -0.12
Cl -0.78197 5.69618 -2.33520 0.013 -0.029 -0.271 -0.01
Cl -1.62492 8.02263 -3.83032 -0.028 0.009 0.080 -0.12
Cl 0.29091 6.22723 -5.00169 -0.092 0.026 0.338 -0.04
C 0.65379 -1.60020 2.45539 0.066 0.053 -0.024 0.22
Cl 1.61822 -0.56904 1.40295 -0.026 -0.089 -0.050 -0.09
Cl 1.40694 -1.67242 4.05739 -0.057 -0.068 -0.067 -0.02
Cl -0.96966 -0.91359 2.60395 0.180 -0.056 -0.033 0.05
Cl 0.58326 -3.24728 1.77273 0.148 0.346 -0.004 -0.13
C 4.33861 -2.59337 6.93258 0.010 0.006 -0.175 0.34
Cl 5.28505 -1.55810 5.85850 -0.214 -0.344 -0.153 -0.03
Cl 5.11000 -2.67305 8.52670 -0.029 -0.011 -0.046 -0.12
Cl 2.70964 -1.92536 7.10210 0.070 -0.016 0.104 -0.09
Cl 4.23891 -4.22175 6.24988 -0.005 0.074 0.049 -0.10
C -1.44594 -3.80538 -6.57592 0.214 0.036 -0.143 0.35
Cl -0.03042 -2.86050 -7.04673 -0.324 -0.097 0.096 -0.13
Cl -2.91832 -2.90049 -6.96447 0.023 -0.046 0.023 -0.12
Cl -1.46343 -5.35254 -7.44948 -0.052 -0.025 0.027 -0.14
Cl -1.40204 -4.12426 -4.83133 -0.010 -0.003 -0.079 -0.11
C 7.06572 1.80375 7.19455 -0.031 -0.010 0.057 0.35
Cl 8.72378 2.11690 7.73024 -0.064 -0.012 -0.027 -0.10
Cl 6.06542 3.22797 7.51197 0.047 -0.064 -0.021 -0.10
Cl 7.06505 1.46077 5.45863 0.005 0.019 0.070 -0.10
Cl 6.41352 0.41599 8.07495 0.202 0.363 0.188 -0.04
C -2.71253 2.94153 1.57557 0.097 0.032 -0.055 0.30
Cl -1.81585 3.93705 0.42326 -0.050 -0.072 0.143 -0.02
Cl -1.80676 2.81544 3.09105 -0.020 0.058 -0.020 -0.10
Cl -4.28847 3.68682 1.89243 0.044 -0.077 -0.005 -0.11
Cl -2.93139 1.32284 0.90842 -0.133 0.067 -0.063 -0.08
C -3.70460 -4.06089 3.74422 0.065 0.053 -0.019 0.26
Cl -3.92011 -2.74586 4.90911 0.046 -0.047 0.003 -0.06
Cl -4.03917 -5.61254 4.53106 0.003 0.083 -0.027 -0.11
Cl -4.82144 -3.83379 2.38966 0.034 -0.020 0.061 -0.11
Cl -2.04477 -4.03070 3.14467 -0.348 -0.261 0.135 0.00
C -7.39192 -0.71407 5.29692 0.051 -0.010 -0.074 0.30
Cl -6.40270 0.31451 4.25214 -0.044 -0.053 0.057 -0.05
Cl -6.67806 -0.76882 6.91613 -0.021 0.002 -0.054 -0.09
Cl -9.03132 -0.05361 5.39717 0.076 -0.026 0.006 -0.11
Cl -7.45138 -2.34814 4.62665 -0.099 0.078 0.029 -0.06
```
Forces are in eV/Å.

***

No. 2
The following is a quantum chemistry calculation of a 3-piece molecular cluster, C2H10N2O2 overall in a non-equilibrium geometry, from the Open Molecules 2025 dataset.

Values from the calculation:
Energy above the lowest of the compared OMol25 structures with the same formula, charge and spin, kcal per mole: 13.6
SMILES: C/N=C\N.O.O
F_max, eV/A: 1.9
LUMO level, eV: 0.738
Kohn-Sham gap, eV: 10.2

```
16
Properties=species:S:1:pos:R:3:forces:R:3:mulliken_charge:R:1
C -2.25820 -1.00722 0.67320 1.035 1.356 -0.720 -0.99
N -0.56051 -1.62224 -1.53575 0.034 0.970 1.437 -0.39
C -0.24227 -0.73872 -0.52560 -0.320 0.588 -0.448 0.14
N -1.02663 -0.22135 0.34264 0.031 -1.012 0.498 -0.50
H -2.92317 -1.04819 -0.19321 -0.151 -0.517 0.084 0.31
H -1.86728 -1.95473 1.03775 -0.620 -0.368 -0.142 0.36
H -2.80430 -0.50129 1.46177 0.068 0.028 0.114 0.25
H 0.17554 -2.14770 -1.94683 0.144 -0.458 -0.308 0.23
H -1.48763 -1.97223 -1.45429 -0.316 -0.772 -0.420 0.21
H 0.77944 -0.37815 -0.54381 0.189 0.159 -0.272 0.33
H 0.64343 2.10542 1.89943 0.020 -0.136 -0.273 0.29
H 0.19095 1.30468 0.66630 -0.400 -0.189 0.323 0.45
O 0.92577 1.82624 1.01965 0.377 0.399 0.036 -0.67
H 4.03150 2.33045 0.18103 0.405 -0.144 -0.112 0.31
H 2.74367 2.09724 -0.46060 -0.324 -0.242 -0.188 0.33
O 3.67971 1.92778 -0.62167 -0.171 0.339 0.391 -0.65
```
Forces are in eV/Å.